# C31H77BInO10

A molecular structure, C31H77BInO10 (ωB97M-V/def2-TZVPD, OMol25).

Computed properties:
LUMO energy = 0.066 Ha
largest force on an atom = 3.75 eV/Å
total charge = -1
HOMO level = -4.90 eV

Element x y z (Å)
C 7.3346 -3.2946 4.4134
C 8.0609 -4.5358 3.6589
C 7.3736 -4.6368 2.1856
C 8.4459 -4.7673 1.0065
C 8.6867 -3.3812 0.1922
C 8.8281 -2.0996 1.1347
C 7.7909 -0.9057 0.8443
In 5.7020 -1.5218 0.2651
C 4.3670 -2.1465 1.9744
C 3.5572 -3.4442 1.4570
O 2.5662 -3.9196 2.4222
C 1.5108 -4.4468 1.6006
O 1.7604 -5.4078 0.8497
C 0.1094 -3.7043 1.7038
C 0.3625 -2.2777 2.4063
C 4.5964 0.1652 -0.8417
B 3.1598 -0.4674 -1.2772
O 1.8737 0.0316 -0.8323
O 3.1324 -1.5920 -2.2132
H 7.9125 -2.9785 5.3477
H 6.2470 -3.5680 4.6668
H 7.2475 -2.3764 3.7262
H 9.1748 -4.2794 3.5463
H 7.8768 -5.4620 4.2871
H 6.6475 -3.7823 2.0188
H 6.7689 -5.6071 2.2070
H 9.4198 -5.2283 1.3703
H 7.9807 -5.4789 0.2291
H 9.7075 -3.5349 -0.3230
H 7.9342 -3.2800 -0.6492
H 9.8797 -1.6634 0.9479
H 8.7933 -2.3232 2.2516
H 7.6951 -0.3163 1.8330
H 8.2882 -0.1652 0.1168
H 5.7588 -2.8980 -0.9270
H 5.0340 -2.4873 2.8288
H 3.6509 -1.3273 2.3265
H 3.0007 -3.1482 0.4906
H 4.2966 -4.2574 1.1209
H -0.2602 -3.4873 0.6500
H -0.5919 -4.3768 2.2941
H 1.1868 -1.7249 1.8387
H 0.6574 -2.4550 3.4925
H -0.6189 -1.7071 2.3786
H 4.4463 1.0534 -0.1244
H 5.1182 0.4592 -1.8074
H 1.8664 -0.0215 0.1466
H 3.2805 -2.4278 -1.7235
C -3.0674 -1.9111 -1.0891
C -2.5649 -0.9704 -0.0050
C -2.8790 0.4789 -0.3410
O -1.1561 -1.1275 0.1440
H -2.5857 -1.6950 -2.0479
H -2.8246 -2.9481 -0.8404
H -4.1497 -1.8256 -1.2154
H -3.0245 -1.2339 0.9523
H -2.3905 0.7785 -1.2737
H -2.5027 1.1443 0.4404
H -3.9561 0.6353 -0.4452
H -0.7383 -0.8965 -0.6983
C -7.0715 -4.8302 -2.1505
C -6.5083 -3.6673 -1.3489
C -7.3957 -3.3315 -0.1603
O -6.3928 -2.5225 -2.1920
H -8.0604 -4.5866 -2.5511
H -6.4308 -5.0521 -3.0062
H -7.1565 -5.7295 -1.5348
H -5.5030 -3.9154 -0.9981
H -8.3962 -3.0352 -0.4919
H -6.9847 -2.4870 0.3992
H -7.4908 -4.1854 0.5152
H -7.2768 -2.2952 -2.5072
C -2.7990 4.6852 -0.4015
C -4.2911 4.3963 -0.4201
C -5.0223 5.3184 -1.3833
O -4.8228 4.5647 0.8933
H -2.6032 5.7101 -0.0712
H -2.2886 4.0232 0.3030
H -2.3582 4.5483 -1.3922
H -4.4601 3.3554 -0.7086
H -4.9039 6.3654 -1.0864
H -6.0950 5.1069 -1.3773
H -4.6482 5.2008 -2.4034
H -4.6775 5.4823 1.1565
C 0.3814 8.5032 -0.2106
C -0.3850 7.7985 -1.3186
C -0.0192 8.3553 -2.6856
O -1.7866 7.9567 -1.1016
H 0.1463 9.5731 -0.1924
H 0.1004 8.1011 0.7664
H 1.4601 8.3854 -0.3399
H -0.1710 6.7270 -1.2892
H -0.2681 9.4195 -2.7527
H -0.5853 7.8476 -3.4708
H 1.0475 8.2331 -2.8890
H -1.9870 8.9010 -1.1258
C 1.7991 10.8000 4.2158
C 0.9637 10.0419 3.1959
C -0.4761 10.5316 3.1845
O 0.9880 8.6500 3.5030
H 1.4055 10.6557 5.2271
H 2.8274 10.4296 4.2207
H 1.8140 11.8707 3.9969
H 1.4005 10.1624 2.2009
H -0.9482 10.3780 4.1601
H -1.0664 9.9704 2.4554
H -0.5299 11.5944 2.9344
H 0.6036 8.5321 4.3810
C -6.8722 -8.4807 -4.1817
C -7.8660 -7.7343 -5.0581
C -7.7916 -8.2039 -6.5026
O -7.5940 -6.3358 -4.9988
H -5.8460 -8.3074 -4.5207
H -6.9287 -8.1256 -3.1495
H -7.0659 -9.5563 -4.1925
H -8.8789 -7.8841 -4.6748
H -6.7969 -8.0211 -6.9214
H -8.5025 -7.6518 -7.1227
H -8.0128 -9.2713 -6.5829
H -6.7002 -6.1916 -5.3356